# 1
Molecular formula: C5H5NO2
Method: DFT, ωB97M-V/def2-TZVPD

E = -398.565912 Ha
HOMO-LUMO gap = 10.074 eV
LUMO level = 0.67 eV
HOMO energy = -9.40 eV
M = 111.100 g/mol
relative energy (zero: lowest compared OMol25 entry of this formula, charge and spin) = 133.4 kcal/mol

Structure (ORCA input):
```
! wB97M-V def2-TZVPD RIJCOSX def2/J DEFGRID3
* xyz 0 1
C 1.01 2.32 -0.17
C 0.54 0.98 0.03
C -0.50 -0.88 0.34
C -0.26 -1.19 -1.56
C 0.39 -0.22 -0.62
H 1.31 2.62 -1.21
H 1.79 2.46 0.62
H 0.08 3.09 0.25
H 0.64 -1.83 -1.99
H -0.73 -0.82 -2.48
N -0.52 -0.48 1.55
O 0.32 0.75 1.29
O -1.14 -1.78 -0.55
*
```

These are the Mulliken partial charges, in e, on atoms 1 to 5: -1.07, 0.46, 0.53, -0.28, 0.08



# 2
Molecular formula: C5H5NO2
Method: DFT, ωB97M-V/def2-TZVPD

E = -398.541680 Ha
HOMO-LUMO gap = 10.312 eV
LUMO level = 0.88 eV
HOMO energy = -9.43 eV
M = 111.100 g/mol
relative energy (zero: lowest compared OMol25 entry of this formula, charge and spin) = 148.6 kcal/mol

Structure (ORCA input):
```
! wB97M-V def2-TZVPD RIJCOSX def2/J DEFGRID3
* xyz 0 1
C 1.20 -0.46 -0.11
C 0.41 0.56 -0.87
C 0.47 0.36 1.09
C -0.91 -0.20 0.74
C -1.07 0.26 -0.64
H 0.95 1.06 -1.80
H 0.97 0.33 2.09
H -1.86 -0.13 1.44
H -0.32 -1.72 -0.55
H -1.86 0.42 -1.22
N -0.98 -1.16 -0.15
O 2.27 -0.95 -0.11
O 0.73 1.61 0.09
*
```

These are the Mulliken partial charges, in e, on atoms 1 to 5: 0.12, 0.22, -0.08, 0.22, -0.88



# 3
Molecular formula: C5H5NO2
Method: DFT, ωB97M-V/def2-TZVPD

E = -398.601585 Ha
HOMO-LUMO gap (spin up / spin down) = 8.622 / 8.623 eV
LUMO level (spin up / spin down) = -0.90 / -0.90 eV
HOMO energy (spin up / spin down) = -9.52 / -9.52 eV
M = 111.100 g/mol
relative energy (zero: lowest compared OMol25 entry of this formula, charge and spin) = 111.0 kcal/mol

Structure (ORCA input):
```
! wB97M-V def2-TZVPD RIJCOSX def2/J DEFGRID3
* xyz 0 1
C 0.06 0.34 0.09
C 0.71 -0.95 0.25
C 2.72 0.16 0.03
C -1.02 1.07 -0.07
C -0.05 -2.04 0.28
N 2.08 1.26 0.42
O 3.82 0.08 -0.40
O 2.03 -1.01 0.18
H -1.04 2.24 0.04
H -1.98 0.51 -0.46
H 0.48 -2.93 0.43
H -1.21 -2.16 0.08
H 2.10 2.04 -0.27
*
```

These are the Mulliken partial charges, in e, on atoms 1 to 5: 0.34, 0.67, 0.57, -0.62, -0.80



# 4
Molecular formula: C5H5NO2S2
Method: DFT, ωB97M-V/def2-TZVPD

E = -1195.053259 Ha
HOMO-LUMO gap = 9.258 eV
LUMO level = -0.09 eV
HOMO energy = -9.35 eV
M = 175.234 g/mol
relative energy (zero: lowest compared OMol25 entry of this formula, charge and spin) = 13.5 kcal/mol

Structure (ORCA input):
```
! wB97M-V def2-TZVPD RIJCOSX def2/J DEFGRID3
* xyz 0 1
C 1.40 1.80 -1.05
C 0.23 1.12 -1.42
C 1.37 2.11 0.21
C -0.72 1.07 -0.41
C -2.07 -0.79 1.81
N -2.10 -1.07 0.54
O -2.63 0.11 2.39
O -2.74 0.26 -1.77
S -0.09 1.86 1.04
S -2.44 0.60 -0.38
H 2.40 1.80 -1.68
H 0.03 0.49 -2.29
H 2.14 2.68 0.79
H -1.70 -1.56 2.40
H -1.65 -1.81 0.03
*
```

These are the Mulliken partial charges, in e, on atoms 1 to 5: -0.41, -0.24, -0.22, 0.18, -0.11



# 5
Molecular formula: C5H5NO5PdS
Method: DFT, ωB97M-V/def2-TZVPD

E = -1150.531694 Ha
HOMO-LUMO gap (spin up / spin down) = 7.764 / 7.763 eV
LUMO level (spin up / spin down) = -1.39 / -1.39 eV
HOMO energy (spin up / spin down) = -9.16 / -9.16 eV
M = 297.584 g/mol
relative energy (zero: lowest compared OMol25 entry of this formula, charge and spin) = 0.1 kcal/mol

Structure (ORCA input):
```
! wB97M-V def2-TZVPD RIJCOSX def2/J DEFGRID3
* xyz 0 1
Pd 0.09 -0.34 -1.53
O -2.59 1.37 0.93
C -1.86 0.51 0.26
O -2.03 0.25 -0.92
C -0.78 -0.11 1.12
O -0.20 -1.17 0.36
C 1.11 -1.62 0.80
C 2.26 -1.11 -0.09
O 3.38 -1.08 0.35
O 1.96 -0.84 -1.36
H -3.19 1.82 0.30
H -0.05 0.66 1.38
H -1.23 -0.51 2.03
H 1.27 -1.36 1.84
H 1.08 -2.71 0.70
S 0.44 1.11 -3.22
C 0.25 2.23 -1.95
N 0.11 2.89 -1.00
*
```

These are the Mulliken partial charges, in e, on atoms 1 to 5: 0.67, -0.42, 0.68, -0.63, -0.28



# 6
Molecular formula: C5H5NOS
Method: DFT, ωB97M-V/def2-TZVPD

E = -721.697584 Ha
HOMO-LUMO gap = 8.482 eV
LUMO level = 0.40 eV
HOMO energy = -8.08 eV
M = 127.168 g/mol
relative energy (zero: lowest compared OMol25 entry of this formula, charge and spin) = 13.8 kcal/mol
structure (SMILES) = O=c1cc[nH]cc1S

Structure (ORCA input):
```
! wB97M-V def2-TZVPD RIJCOSX def2/J DEFGRID3
* xyz 0 1
O 2.35 -0.69 0.24
C 1.15 -0.34 0.23
C 0.31 -0.33 1.42
C -0.98 0.09 1.37
N -1.57 0.30 0.15
C -0.80 0.36 -0.97
C 0.51 0.11 -1.03
S 1.35 0.11 -2.48
H 0.76 -0.72 2.32
H -1.69 0.03 2.26
H -2.52 0.56 0.15
H -1.38 0.58 -1.88
H 2.51 -0.05 -1.77
*
```

These are the Mulliken partial charges, in e, on atoms 1 to 5: -0.72, 0.67, -0.59, -0.23, -0.06



# 7
Molecular formula: C5H5NOS
Method: DFT, ωB97M-V/def2-TZVPD

E = -721.607104 Ha
HOMO-LUMO gap = 9.046 eV
LUMO level = 0.84 eV
HOMO energy = -8.21 eV
M = 127.168 g/mol
relative energy (zero: lowest compared OMol25 entry of this formula, charge and spin) = 70.6 kcal/mol

Structure (ORCA input):
```
! wB97M-V def2-TZVPD RIJCOSX def2/J DEFGRID3
* xyz 0 1
C 0.97 0.02 0.80
C -0.22 -1.48 -0.43
C -0.65 -0.23 -0.74
C -1.45 0.98 -1.21
C 0.04 0.68 0.05
H 1.77 0.88 2.86
H 1.24 -2.09 0.88
H -0.42 -2.45 -0.87
H -1.27 1.34 -2.22
H -2.50 1.06 -0.94
N 0.77 -1.33 0.49
O -0.60 1.84 -0.27
S 2.31 0.77 1.61
*
```

These are the Mulliken partial charges, in e, on atoms 1 to 5: -0.66, -0.87, 0.32, -0.07, 0.90



# 8
Molecular formula: C5H5NOS
Method: DFT, ωB97M-V/def2-TZVPD

E = -721.525028 Ha
HOMO-LUMO gap (spin up / spin down) = 6.437 / 6.425 eV
LUMO level (spin up / spin down) = -1.73 / -1.74 eV
HOMO energy (spin up / spin down) = -8.17 / -8.16 eV
M = 127.168 g/mol
relative energy (zero: lowest compared OMol25 entry of this formula, charge and spin) = 122.1 kcal/mol

Structure (ORCA input):
```
! wB97M-V def2-TZVPD RIJCOSX def2/J DEFGRID3
* xyz 0 1
C 0.80 -1.44 -0.16
C 2.15 -1.27 -0.06
C 0.08 -0.21 -0.11
C 0.99 0.76 0.15
C -1.62 1.43 0.15
N -1.24 0.07 -0.32
O -0.69 2.34 -0.13
S 2.63 0.38 0.11
H 0.33 -2.40 -0.29
H 2.89 -2.04 -0.08
H -2.56 1.66 -0.38
H -1.83 1.38 1.25
H -1.91 -0.66 -0.14
*
```

These are the Mulliken partial charges, in e, on atoms 1 to 5: -0.81, -0.16, 0.60, -0.02, -0.23



# 9
Molecular formula: C5H5NS
Method: DFT, ωB97M-V/def2-TZVPD

E = -646.397379 Ha
HOMO-LUMO gap = 7.812 eV
LUMO level = -1.39 eV
HOMO energy = -9.20 eV
M = 111.169 g/mol
relative energy (zero: lowest compared OMol25 entry of this formula, charge and spin) = 34.8 kcal/mol
structure (SMILES) = C/C=C(/C#N)C=S

Structure (ORCA input):
```
! wB97M-V def2-TZVPD RIJCOSX def2/J DEFGRID3
* xyz 0 1
C -1.17 -0.28 1.30
C 0.26 -0.20 0.74
C 0.67 0.16 -0.50
C 2.12 0.46 -0.58
N 3.28 0.57 -0.55
C -0.16 0.28 -1.71
S -1.70 -0.20 -1.91
H -1.60 -1.23 0.99
H -1.75 0.57 0.94
H -1.17 -0.17 2.41
H 0.93 -0.62 1.49
H 0.29 0.67 -2.62
*
```

These are the Mulliken partial charges, in e, on atoms 1 to 5: -1.23, 0.07, 0.41, 0.02, -0.43



# 10
Molecular formula: C5H5O2P
Method: DFT, ωB97M-V/def2-TZVPD

E = -685.138665 Ha
HOMO-LUMO gap (spin up / spin down) = 6.404 / 7.103 eV
LUMO level (spin up / spin down) = 0.47 / -2.26 eV
HOMO energy (spin up / spin down) = -5.93 / -9.36 eV
M = 128.067 g/mol

Structure (ORCA input):
```
! wB97M-V def2-TZVPD RIJCOSX def2/J DEFGRID3
* xyz 0 3
C 0.61 0.63 -0.16
C -0.48 -0.69 0.01
C 0.78 0.83 -1.42
C -1.19 -0.71 1.09
C 1.16 1.46 0.93
O 0.96 0.88 -2.56
O -1.83 -0.83 2.08
P -0.79 -1.90 -1.24
H 1.32 2.53 0.62
H 2.28 1.30 0.92
H 0.57 1.26 1.86
H -2.20 -1.73 -1.54
H -1.18 -3.03 -0.58
*
```

These are the Mulliken partial charges, in e, on atoms 1 to 5: 0.32, -0.01, 0.34, 0.30, -0.96



# 11
Molecular formula: C5H5OTl
Method: DFT, ωB97M-V/def2-TZVPD

E = -439.627248 Ha
HOMO-LUMO gap (spin up / spin down) = 6.274 / 7.146 eV
LUMO level (spin up / spin down) = -16.33 / -16.33 eV
HOMO energy (spin up / spin down) = -22.60 / -23.48 eV
M = 285.477 g/mol

Structure (ORCA input):
```
! wB97M-V def2-TZVPD RIJCOSX def2/J DEFGRID3
* xyz 3 2
C -0.29 1.44 2.94
C -0.93 0.54 2.26
C -1.15 -0.79 1.86
O -1.06 -1.14 0.66
Tl -0.11 -0.84 -0.94
H -0.83 2.28 3.40
H 0.80 1.41 3.06
H -1.61 -1.49 2.57
C 0.76 -0.53 -2.85
C 1.31 -0.35 -3.99
H 1.55 0.67 -4.34
H 1.55 -1.21 -4.63
*
```

These are the Mulliken partial charges, in e, on atoms 1 to 5: -0.37, -0.02, 0.39, -0.30, 1.86



# 12
Molecular formula: C5H6
Method: DFT, ωB97M-V/def2-TZVPD

E = -194.029536 Ha
HOMO-LUMO gap = 10.259 eV
LUMO level = 1.10 eV
HOMO energy = -9.16 eV
M = 66.103 g/mol
relative energy (zero: lowest compared OMol25 entry of this formula, charge and spin) = 32.0 kcal/mol
structure (SMILES) = C#CC(=C)C

Structure (ORCA input):
```
! wB97M-V def2-TZVPD RIJCOSX def2/J DEFGRID3
* xyz 0 1
C 2.48 -0.01 -0.01
C 1.27 0.11 -0.01
C -0.17 0.20 -0.02
C -0.77 1.39 -0.01
C -0.94 -1.10 0.00
H 3.54 -0.10 0.03
H -0.20 2.32 0.02
H -1.85 1.48 0.00
H -2.01 -0.91 -0.11
H -0.75 -1.64 0.94
H -0.60 -1.75 -0.82
*
```

These are the Mulliken partial charges, in e, on atoms 1 to 5: 0.22, -0.42, 0.31, -0.90, -1.06



# 13
Molecular formula: C5H6
Method: DFT, ωB97M-V/def2-TZVPD

E = -194.006232 Ha
HOMO-LUMO gap = 9.944 eV
LUMO level = 0.95 eV
HOMO energy = -9.00 eV
M = 66.103 g/mol
relative energy (zero: lowest compared OMol25 entry of this formula, charge and spin) = 46.6 kcal/mol
structure (SMILES) = C#CC(=C)C

Structure (ORCA input):
```
! wB97M-V def2-TZVPD RIJCOSX def2/J DEFGRID3
* xyz 0 1
C 0.87 1.69 -1.66
C 0.47 0.91 -0.78
C 0.12 -0.10 0.18
C 1.02 -1.09 0.40
C -1.31 -0.20 0.77
H 1.03 2.34 -2.61
H 2.02 -1.03 -0.13
H 0.89 -1.87 1.13
H -1.47 -1.26 1.21
H -2.14 0.01 0.04
H -1.49 0.61 1.46
*
```

These are the Mulliken partial charges, in e, on atoms 1 to 5: 0.09, -0.45, 0.47, -0.84, -1.05



# 14
Molecular formula: C5H6
Method: DFT, ωB97M-V/def2-TZVPD

E = -193.979253 Ha
HOMO-LUMO gap = 10.198 eV
LUMO level = 1.33 eV
HOMO energy = -8.87 eV
M = 66.103 g/mol
relative energy (zero: lowest compared OMol25 entry of this formula, charge and spin) = 63.5 kcal/mol
structure (SMILES) = C1=C[C@H]2C[C@@H]12

Structure (ORCA input):
```
! wB97M-V def2-TZVPD RIJCOSX def2/J DEFGRID3
* xyz 0 1
C -0.80 -0.93 0.67
C -1.04 -0.52 -0.60
C 0.35 0.00 -0.79
C 0.55 1.13 0.16
C 0.74 -0.33 0.63
H -1.58 -1.24 1.32
H -1.90 -0.40 -1.13
H 0.87 -0.33 -1.77
H 1.47 1.70 0.22
H -0.34 1.66 0.41
H 1.68 -0.74 0.88
*
```

These are the Mulliken partial charges, in e, on atoms 1 to 5: -0.49, -0.50, -0.09, -0.59, -0.33



# 15
Molecular formula: C5H6
Method: DFT, ωB97M-V/def2-TZVPD

E = -193.792079 Ha
HOMO-LUMO gap (spin up / spin down) = 5.773 / 6.102 eV
LUMO level (spin up / spin down) = 0.50 / -3.39 eV
HOMO energy (spin up / spin down) = -5.27 / -9.49 eV
M = 66.103 g/mol
relative energy (zero: lowest compared OMol25 entry of this formula, charge and spin) = 56.8 kcal/mol

Structure (ORCA input):
```
! wB97M-V def2-TZVPD RIJCOSX def2/J DEFGRID3
* xyz 0 3
C -1.80 -0.26 0.76
C -1.05 0.68 0.89
C 0.73 2.32 1.58
C -0.17 1.66 1.12
C 0.63 -1.26 -1.39
H -2.29 -1.02 0.32
H 1.34 -0.45 -1.13
H 1.47 2.98 2.06
H 1.22 -2.07 -1.81
H -0.20 -0.90 -1.97
H 0.12 -1.67 -0.43
*
```

These are the Mulliken partial charges, in e, on atoms 1 to 5: -0.82, 0.36, -0.75, 0.40, -0.87



# 16
Molecular formula: C5H6AgLi2O4
Method: DFT, ωB97M-V/def2-TZVPD

E = -656.555822 Ha
HOMO-LUMO gap (spin up / spin down) = 10.383 / 7.275 eV
LUMO level (spin up / spin down) = -7.16 / -10.42 eV
HOMO energy (spin up / spin down) = -17.54 / -17.70 eV
M = 251.849 g/mol

Structure (ORCA input):
```
! wB97M-V def2-TZVPD RIJCOSX def2/J DEFGRID3
* xyz 2 2
O -0.85 0.60 -0.76
C -1.89 0.19 -0.17
O -2.01 -1.04 0.11
Li -0.25 -1.82 -0.43
Li -3.67 -1.88 0.17
O 1.55 -1.47 -0.12
Ag 0.93 1.33 -0.57
C 2.15 -0.39 -0.06
O 3.43 -0.49 0.31
C 4.14 0.71 0.58
H 5.09 0.40 1.04
H 4.35 1.26 -0.34
H 3.59 1.34 1.29
C -3.00 1.13 0.06
C -3.83 1.02 1.10
H -3.00 2.02 -0.58
H -4.63 1.74 1.26
H -3.71 0.22 1.84
*
```

These are the Mulliken partial charges, in e, on atoms 1 to 5: -0.91, 1.31, -0.92, 0.97, 0.90



# 17
Molecular formula: C5H6AuCl2InO4
Method: DFT, ωB97M-V/def2-TZVPD

E = -1739.163044 Ha
HOMO-LUMO gap (spin up / spin down) = 5.371 / 4.247 eV
LUMO level (spin up / spin down) = -19.48 / -20.75 eV
HOMO energy (spin up / spin down) = -24.85 / -25.00 eV
M = 512.790 g/mol
relative energy (zero: lowest compared OMol25 entry of this formula, charge and spin) = 36.9 kcal/mol

Structure (ORCA input):
```
! wB97M-V def2-TZVPD RIJCOSX def2/J DEFGRID3
* xyz 4 3
Au -2.71 2.11 -1.42
In -0.29 -1.25 1.40
Cl -0.55 2.73 -1.06
Cl -1.21 -1.11 -0.81
C -0.50 -3.71 0.78
C -4.34 3.11 -1.06
C -4.14 0.91 -2.01
O -0.62 -4.32 -0.20
O -5.02 3.88 -0.57
O -4.93 0.09 -2.27
C 3.17 -0.87 1.45
C 2.65 0.25 0.55
O 1.56 -0.34 -0.18
H 2.39 -1.47 1.97
H 3.85 -0.51 2.24
H 3.73 -1.61 0.85
H 2.34 1.11 1.18
H 3.47 0.59 -0.13
H 1.13 0.38 -0.70
*
```

These are the Mulliken partial charges, in e, on atoms 1 to 5: 0.78, 1.48, 0.25, -0.25, 0.25



# 18
Molecular formula: C5H6BBrFNO2
Method: DFT, ωB97M-V/def2-TZVPD

E = -3098.144267 Ha
HOMO-LUMO gap = 9.957 eV
LUMO level = 0.24 eV
HOMO energy = -9.71 eV
M = 221.822 g/mol
relative energy (zero: lowest compared OMol25 entry of this formula, charge and spin) = 21.9 kcal/mol
structure (SMILES) = OB(O)C1=C[C@@H](Br)C=N[C@H]1F

Structure (ORCA input):
```
! wB97M-V def2-TZVPD RIJCOSX def2/J DEFGRID3
* xyz 0 1
O 2.39 -0.12 0.50
B 1.33 -0.47 1.16
O 1.43 -1.30 2.26
C -0.04 0.05 0.61
C -1.20 -0.58 0.47
C -2.36 0.03 -0.37
Br -3.86 -0.62 0.56
C -2.17 1.53 -0.36
N -1.06 2.10 -0.26
C 0.11 1.37 -0.21
F 0.99 2.25 0.33
H 3.17 -0.49 0.84
H 2.22 -1.16 2.75
H -1.49 -1.47 0.82
H -2.28 -0.22 -1.42
H -3.06 2.20 -0.40
H 0.43 1.11 -1.18
*
```

These are the Mulliken partial charges, in e, on atoms 1 to 5: -0.47, 0.51, -0.55, 0.01, -0.90



# 19
Molecular formula: C5H6BNO3
Method: DFT, ωB97M-V/def2-TZVPD

E = -499.488132 Ha
HOMO-LUMO gap = 8.938 eV
LUMO level = 0.27 eV
HOMO energy = -8.67 eV
M = 138.919 g/mol
relative energy (zero: lowest compared OMol25 entry of this formula, charge and spin) = 23.6 kcal/mol
structure (SMILES) = O=C=N/C=C\C=C/B(O)O

Structure (ORCA input):
```
! wB97M-V def2-TZVPD RIJCOSX def2/J DEFGRID3
* xyz 0 1
O 0.18 3.03 0.77
C -0.46 2.05 0.86
N -0.73 0.90 0.96
C -1.76 -0.05 0.93
C -1.52 -1.32 0.47
C -0.27 -1.85 -0.05
C 0.78 -1.38 -0.68
B 1.21 0.21 -0.84
O 0.89 1.01 -1.89
O 2.05 0.49 0.17
H -2.73 0.36 1.37
H -2.28 -2.07 0.28
H -0.44 -2.90 0.09
H 1.60 -1.98 -1.01
H 1.09 2.00 -1.72
H 2.38 1.50 0.29
*
```

These are the Mulliken partial charges, in e, on atoms 1 to 5: -0.50, 0.66, -0.22, -0.02, -0.47